Below is C42H26IN6O2W as an isolated structure, with properties calculated with ωB97M-V/def2-TZVPD.

XYZ file:
```
78
Properties=species:S:1:pos:R:3:forces:R:3
N -3.41820 -10.25462 0.43939 0.000 0.000 0.000
C 3.68595 0.84104 -3.22257 0.006 0.006 0.009
C -0.82102 3.17483 -2.81427 0.026 0.020 -0.050
H -3.43378 -7.66312 -1.88051 0.001 0.000 0.000
W -0.05772 -0.39833 -0.73532 -0.044 -0.189 -0.349
H -4.16746 -3.91264 -0.38553 0.005 0.005 0.005
O -4.99646 4.33732 0.18182 -0.010 -0.012 0.020
H 0.91524 -2.46532 1.63379 -0.004 -0.009 -0.013
C 0.05513 -2.00047 2.09010 -0.012 -0.009 -0.014
C 4.62945 -0.14732 0.73546 -0.006 -0.001 -0.016
C -1.26799 -3.81372 -0.45512 0.028 0.004 -0.007
C -1.89470 -7.18413 1.10492 -0.002 -0.013 0.003
C 2.93916 0.37302 -0.96086 -0.006 -0.005 -0.018
C -2.03874 0.81342 1.23163 -0.003 -0.002 0.029
C 2.31172 -0.02947 1.32724 0.002 -0.023 0.038
C -2.71955 2.92681 -0.38391 -0.013 0.002 0.023
C -4.77727 3.47911 1.04391 0.038 0.003 -0.016
C 0.11482 -3.59978 -0.54116 -0.044 0.001 0.036
H 2.85115 -1.91454 -0.81543 0.010 0.011 0.011
C -1.73340 -5.21377 -0.26925 0.008 -0.021 0.036
C -0.02342 2.97314 -3.95503 -0.009 0.002 0.011
I -0.04430 -0.99969 -3.40841 -0.023 0.001 0.112
H 5.66723 -0.32671 0.98723 -0.001 0.005 -0.001
N 0.32959 1.41392 -1.69024 0.053 0.147 -0.043
C -1.62499 2.13964 -0.64448 0.006 0.006 -0.030
H 1.58507 -0.13364 2.11912 0.018 0.028 -0.021
C -3.64206 -2.99007 -0.56916 -0.007 -0.015 -0.046
H 1.72404 2.00794 -4.71162 0.004 -0.003 0.000
H -1.68850 -7.70940 2.02715 0.000 0.005 0.002
N 0.78477 -2.36478 -0.63009 0.023 -0.026 0.037
H 0.83750 -5.68358 -0.56053 0.005 0.006 -0.006
H 0.08376 -3.24767 3.81473 0.000 0.000 -0.002
C -4.18604 -1.76485 -0.87290 -0.001 0.015 0.008
C -3.49423 2.64120 0.73675 -0.035 0.016 0.002
H 6.30669 -0.15716 -1.33365 -0.001 0.001 0.001
H -1.64860 3.86901 -2.81853 0.000 -0.002 -0.007
N -1.30276 1.08226 0.13504 0.038 -0.073 0.015
H -0.31028 3.41731 -4.89810 -0.005 0.004 0.005
C 2.31356 -4.04454 -0.71873 -0.004 -0.033 0.077
H -5.22593 -1.50790 -0.98598 0.002 0.004 0.012
C 4.98368 0.39015 -2.90998 -0.002 -0.001 -0.013
C -1.45260 -5.88745 0.91687 0.002 0.009 -0.001
H 3.92666 -0.24756 2.74254 0.001 -0.002 -0.001
C -3.12706 1.58797 1.56493 -0.002 0.034 -0.002
H 3.26921 -4.53370 -0.80318 0.002 0.004 0.009
C -1.50742 -1.79138 3.87930 0.011 -0.002 -0.002
H -3.16835 0.16536 -1.27648 -0.002 0.004 0.018
C -2.23286 -2.83208 -0.56702 0.006 0.005 0.000
H 3.51281 1.22958 -4.21615 -0.002 0.000 -0.005
C -2.07343 -0.72247 3.20902 -0.022 0.008 0.016
H 1.83004 2.71126 -2.01730 -0.005 0.005 0.004
C 1.90540 0.12250 0.01898 -0.022 0.081 0.116
C -3.10480 -0.88133 -1.01742 -0.027 -0.039 -0.036
C -2.45263 -5.85385 -1.27383 -0.002 0.002 -0.017
C 1.49891 1.76163 -2.48700 0.001 -0.006 -0.034
C 1.06610 -4.63111 -0.58992 0.033 0.005 -0.071
C -1.54425 -0.33849 1.98955 -0.015 0.005 -0.007
H 5.74032 0.36065 -3.68166 0.000 0.000 0.001
H -2.66246 -5.33383 -2.19977 0.005 -0.003 0.001
C 2.09974 -2.67480 -0.72347 -0.026 0.018 -0.079
H -2.90904 -0.18092 3.62704 0.000 -0.002 -0.001
C -0.41405 -2.42907 3.31493 -0.014 0.000 0.012
C -0.66589 2.29795 -1.73713 -0.031 -0.067 0.092
C 3.66668 -0.12442 1.69950 0.023 0.004 -0.007
C 2.69292 0.86625 -2.28127 -0.001 -0.011 0.017
C -3.06046 -9.17488 0.28363 0.004 0.013 -0.006
N -1.93221 -1.49842 -0.82451 0.022 0.135 0.092
H -0.89140 -5.38813 1.69672 -0.003 -0.005 0.005
C 5.29224 0.09211 -1.61861 0.000 0.002 0.009
C 1.09168 2.19403 -3.85719 0.009 -0.010 -0.001
N -0.50520 -0.98215 1.42008 0.026 -0.013 0.040
H -3.03118 3.76325 -0.99812 0.014 0.002 -0.006
H -1.90277 -2.10829 4.83480 -0.001 -0.002 -0.002
O -5.34084 3.12017 2.08290 -0.012 0.002 -0.005
C -2.88444 -7.15742 -1.09865 -0.005 -0.001 -0.007
H -3.74685 1.42298 2.43768 0.001 -0.015 -0.001
C 4.28972 0.10450 -0.61640 -0.008 -0.012 0.014
C -2.60890 -7.82174 0.09317 0.000 -0.003 0.007
```
Positions in Å, forces in eV/Å.

spin multiplicity = 3
ΔE to the lowest compared entry with this formula, charge and spin = 139.9 kJ/mol
E = -66931.4933 eV
net charge = +1
HOMO energy (alpha / beta) = -10.63 / -10.62 eV
expectation value of S² = 2.04

Below is C42H28Br2F4N2PS2Ti as an isolated structure in a non-equilibrium geometry, with properties calculated with ωB97M-V/def2-TZVPD.

XYZ file:
```
82
Properties=species:S:1:pos:R:3:forces:R:3
C -1.37165 3.07684 -1.50958 0.191 -0.513 -0.114
C 1.78621 2.84147 -1.13660 -0.213 0.031 0.220
C -0.71790 -4.92142 -4.03660 0.036 0.038 -0.017
C -1.76649 4.08245 3.03144 -0.060 -0.109 -0.066
C 0.20478 -1.49202 2.07955 0.211 -0.509 1.102
C 3.76653 2.71732 0.20848 0.065 -0.012 -0.082
H 1.09818 1.53257 1.91586 0.010 0.016 0.034
C -0.47428 -2.00568 4.44172 0.048 0.010 -0.213
S -2.18259 -1.01056 -2.26840 -0.623 0.288 -0.180
H 2.00131 1.31260 -4.14105 -0.056 0.075 -0.003
H 1.29386 3.12728 -2.05571 0.022 0.011 -0.060
C -2.14182 -1.95584 2.69814 0.135 -0.035 -0.188
S -0.65170 -3.17529 -0.42478 0.038 0.429 0.012
H 2.67808 -5.36422 2.45537 0.021 -0.086 -0.003
C -3.12954 -2.20382 3.63282 -0.032 0.008 -0.026
C 3.80769 -3.71314 1.68481 -0.029 -0.096 0.018
H -3.57101 3.23893 -4.07282 -0.047 -0.013 -0.050
Br 4.75870 0.16631 -4.15202 -0.274 -0.073 0.169
H 2.61360 -0.56574 1.29400 0.025 -0.051 -0.016
P -0.70564 1.84228 -0.32817 -0.017 1.414 0.303
C 3.17603 -1.18903 -2.19420 0.027 0.210 -0.229
C -2.45958 4.89843 -3.29304 -0.043 -0.084 -0.042
C -2.93751 3.45321 3.44874 0.188 -0.073 -0.274
C -0.80968 -1.83874 3.09829 -0.364 -0.081 0.047
H 4.82768 2.87860 0.31881 0.103 0.039 0.062
C -2.79291 -2.35734 4.97024 0.099 0.054 -0.033
C -1.80478 -2.79692 -4.28715 0.016 0.029 0.068
H 3.71562 3.47055 -1.79705 0.101 0.058 -0.093
H -0.38257 -5.85814 -4.45234 0.010 -0.101 -0.076
C 3.02844 2.18270 1.25512 0.062 0.010 0.000
H 0.62881 -4.04730 2.79572 -0.013 -0.036 0.016
C -1.52713 2.51828 1.18282 -0.030 -0.353 0.160
H -4.16105 -2.27371 3.32370 -0.091 -0.077 -0.053
F -3.58983 3.89678 4.51346 0.087 -0.103 -0.172
Br -3.46249 0.51354 0.56785 -0.052 0.093 0.143
C -1.38155 -3.99353 -4.82978 0.011 -0.071 -0.029
H -0.26991 4.75437 -0.72338 0.058 0.021 0.047
C -0.99137 4.41777 -1.45235 -0.051 -0.036 -0.093
H -2.87598 5.61243 -3.98893 -0.040 0.011 -0.044
H -1.57654 -4.21403 -5.86884 -0.011 0.014 -0.068
N 0.91922 -0.64913 -1.63872 0.443 0.053 -0.426
H 0.01625 -5.36685 -2.07340 0.069 -0.101 0.033
H 0.55724 -1.91494 4.75118 0.075 -0.020 0.045
H -2.60160 1.61433 -2.50507 0.005 -0.006 -0.008
F -1.30369 5.13823 3.69079 -0.099 -0.157 -0.021
C 1.04230 2.29761 -0.09243 -0.036 -0.166 -0.132
H -2.33475 -2.07201 -4.88525 -0.035 0.057 -0.118
F -4.52177 1.74020 3.09978 -0.048 0.160 0.116
C -2.84679 3.56782 -3.34224 -0.071 0.161 -0.104
C 2.67300 -4.31360 2.20793 -0.020 -0.082 0.032
N -0.05165 -0.61883 1.19344 0.419 0.293 0.220
C -3.41211 2.36219 2.72094 0.244 -0.058 -0.229
C -1.57621 -2.50800 -2.94265 0.149 -0.289 -0.013
C 3.79604 -2.36128 1.37830 0.055 0.185 -0.021
H 4.68593 -1.88640 0.98836 0.049 0.029 -0.007
C -0.48506 -4.64858 -2.70414 -0.005 -0.023 0.068
C -1.07518 3.61084 1.91812 -0.245 -0.223 0.030
H 3.51522 1.94337 2.18879 0.028 -0.032 0.094
Ti -0.75128 -0.85391 -0.43224 -0.942 -0.439 -0.460
H 1.96078 -2.19357 -0.73480 -0.025 0.252 -0.239
C -2.72072 1.92299 1.59851 0.062 0.089 0.174
H -2.37899 -1.90127 1.63251 -0.038 -0.005 0.473
H -1.21214 -2.38958 6.41365 0.028 0.011 0.003
C 2.64241 -1.61812 1.55466 -0.118 0.071 0.167
C 3.14638 3.04623 -0.98534 0.025 -0.005 0.063
H -1.22564 6.35590 -2.31923 -0.004 0.047 0.020
C 0.93383 0.29126 -2.58946 0.020 0.256 -0.571
C 1.52123 -3.57397 2.41028 -0.081 0.138 0.044
C 1.67313 1.95805 1.10332 -0.015 0.040 -0.096
C 2.03770 0.55224 -3.37691 0.238 -0.276 0.029
C -1.53170 5.31986 -2.35127 0.029 0.040 0.060
H 4.04760 -1.79865 -2.02083 0.027 -0.109 0.083
C -2.30225 2.65332 -2.45667 0.125 -0.009 0.123
F 0.03892 4.25528 1.56789 -0.097 0.179 0.157
H 4.69659 -4.30312 1.50980 0.053 0.006 0.048
C 1.49143 -2.22162 2.06717 0.211 0.044 -0.047
H 0.01407 0.85592 -2.74669 0.222 -0.188 0.031
C 2.01635 -1.39604 -1.47284 0.365 -0.311 0.098
C 3.19722 -0.18716 -3.15904 -0.273 0.014 0.105
C -1.46766 -2.26468 5.37020 -0.023 0.015 0.121
H -3.56128 -2.55328 5.70195 -0.080 -0.021 0.059
C -0.91238 -3.44926 -2.14248 -0.208 0.031 -0.181
```
Positions in Å, forces in eV/Å.

spin multiplicity = 1
ΔE to the lowest compared entry with this formula, charge and spin = 63.7 kJ/mol
E = -252014.6238 eV
net charge = +1
HOMO energy = -10.43 eV